Record 1
The following is a quantum chemistry calculation of a structure of composition C33H48GeN7O2SeTi in a non-equilibrium geometry, from OMol25.

Geometry as XYZ:
```
93
Properties=species:S:1:pos:R:3:forces:R:3:mulliken_charge:R:1
Se 1.2278 1.2781 -0.9322 0.50 -0.04 -0.02 0.3293
Ge 3.0082 4.0470 -0.7123 -0.29 -0.17 0.07 0.8666
Ti -1.0122 0.0224 -0.4431 0.46 -1.40 0.77 -0.5507
O -2.1062 3.9508 1.2046 0.03 0.23 0.29 -0.6351
O -1.6476 1.7107 -0.2655 -0.42 0.59 0.16 0.0526
N -1.3916 1.9864 -2.5013 -0.17 0.76 -0.08 -1.1393
N -2.1719 -1.5938 -1.4765 -0.21 0.05 -0.02 0.6697
N 0.1503 -1.7782 0.1562 0.09 0.08 -0.37 1.3305
N 0.3935 -1.5062 -1.1374 -0.01 -0.50 0.36 0.6499
N 0.9050 -2.5059 -1.7405 0.20 0.23 -0.41 -1.4380
N -1.4371 0.6511 -2.3503 -0.07 -0.29 0.15 1.1335
N 1.0362 -3.4598 -0.8305 -0.20 0.21 0.40 0.8684
C 2.6937 0.2117 -0.2258 -0.05 -0.20 0.07 -0.7706
C -1.5857 2.5510 -1.3285 -0.04 0.06 -1.41 0.8294
C -1.7992 6.1166 -2.3169 0.02 0.09 -0.05 -0.8465
C -1.9848 4.6104 0.0377 0.12 -0.10 -0.51 0.7575
C 1.1320 0.9613 3.3928 -0.01 -0.02 0.06 -1.6078
C -2.1357 -1.6875 2.4142 -0.06 -0.04 -0.25 0.6727
C -1.7422 3.9668 -1.2074 -0.12 0.21 0.60 0.0065
C -1.7735 -0.1548 -3.2917 -0.05 0.30 0.04 -0.5892
C -3.1582 -3.6302 -3.0905 -0.04 -0.13 0.22 -0.6089
C -4.1673 -2.0861 3.7444 -0.04 -0.01 -0.10 -1.5160
C -2.6680 -2.7090 -0.9419 0.11 0.07 0.12 0.2960
C 3.2149 -4.6462 0.9108 -0.04 -0.14 -0.13 -1.3085
C 4.0487 -3.8838 -1.3472 0.00 -0.13 0.01 -1.1802
C -2.1714 -1.4722 -2.8290 -0.13 -0.37 0.02 0.7429
C -2.6368 -2.4737 -3.6608 0.10 0.24 -0.01 -0.9026
C -1.6701 4.7585 -2.3813 0.00 -0.12 0.05 -0.7870
C 1.6752 -4.7396 -1.1377 0.63 -0.58 -0.05 -1.1598
C -0.9999 -2.1493 3.0916 0.06 -0.02 0.06 -1.2141
C 4.1707 2.9071 -1.8196 -0.08 0.23 0.25 -1.2684
C 3.1208 -4.8387 -0.6016 -0.16 0.30 0.00 0.6647
C -2.0894 5.9961 0.0827 -0.02 -0.02 0.16 -0.7585
C 0.1023 -0.0035 2.8877 -0.01 0.11 -0.18 0.0452
C 0.0990 -1.3395 3.3093 -0.10 -0.04 -0.02 -0.9620
C 1.5566 2.8300 0.1560 0.25 0.37 -0.03 -0.7865
C -2.0856 -0.4018 1.8657 0.03 0.26 0.11 -0.3656
C -3.4322 -2.4629 2.4427 0.00 -0.06 0.13 0.1347
C -3.2589 -3.9829 2.3664 -0.04 0.15 -0.02 -1.4696
C -0.9779 0.4410 2.1259 -0.15 -0.02 0.51 0.5555
C 3.8828 4.8723 0.8306 -0.11 -0.08 -0.28 -1.2149
C -2.0007 6.7374 -1.0754 0.02 -0.08 -0.05 -0.3950
C -3.1863 -3.7423 -1.7099 -0.02 -0.03 -0.22 -0.9010
C 1.9497 5.2265 -1.8591 0.24 -0.10 0.20 -1.1264
C 0.5532 -3.0130 0.3397 0.06 0.00 -0.03 -1.2469
H -3.6137 -4.6095 -1.2258 0.02 0.00 0.02 0.5683
H -3.5799 -2.3800 4.6154 0.00 -0.01 0.00 0.3784
H 4.4396 4.1330 1.4055 -0.01 -0.02 -0.01 0.3840
H 0.9385 1.1459 4.4527 0.05 0.00 0.00 0.4659
H 3.0275 -3.6081 1.2026 0.00 0.03 0.02 0.2502
H -2.6151 -4.2977 1.5389 0.01 -0.06 0.04 0.2775
H -2.6514 -2.7754 0.1375 -0.02 0.03 -0.09 -0.1920
H 4.2251 -4.8855 1.2388 -0.01 0.02 0.05 0.4408
H -1.0536 1.5077 1.9661 0.05 0.00 -0.17 0.4911
H 3.4177 -5.8643 -0.8298 -0.03 -0.03 -0.04 0.3415
H 2.9525 -0.5581 -0.9476 -0.03 0.02 -0.02 0.0474
H 3.6042 2.1393 -2.3462 0.01 0.00 -0.07 0.4017
H -2.6113 -2.3441 -4.7348 -0.01 0.03 0.01 0.5445
H -2.2369 3.0141 1.0531 -0.05 -0.20 -0.09 0.1806
H 1.4324 4.6408 -2.6193 -0.02 0.00 -0.02 0.3523
H 4.5832 5.6334 0.4872 0.00 0.00 0.00 0.4133
H -2.1030 7.8134 -1.0271 -0.01 0.00 0.02 0.4499
H 3.5440 0.8757 -0.0953 -0.07 0.10 -0.06 0.6299
H 0.6352 3.4072 0.2378 -0.01 -0.01 -0.04 0.0322
H 2.6162 5.9268 -2.3634 -0.03 0.00 -0.02 0.4616
H 0.9321 -1.7154 3.8930 -0.01 0.01 0.02 0.5548
H 1.6859 -4.8214 -2.2225 -0.15 0.02 -0.01 0.3909
H 5.0591 -3.9676 -0.9495 0.01 0.05 -0.03 0.4468
H -4.3585 -1.0145 3.8039 0.00 -0.01 0.00 0.3874
H 2.5343 -5.3089 1.4517 0.00 0.04 0.02 0.3322
H 3.7325 -2.8422 -1.2317 0.02 0.00 0.02 0.1225
H 1.2219 5.7987 -1.2846 -0.02 -0.02 0.01 0.2722
H -4.0578 -2.1262 1.6092 0.03 0.04 -0.01 0.5025
H -3.0089 0.0205 1.4662 0.03 0.06 -0.03 0.7260
H -1.9136 0.1806 -4.3139 0.02 0.07 0.00 0.5619
H 2.4086 -0.2208 0.7315 0.00 0.02 0.00 0.1505
H 4.9720 2.4411 -1.2467 -0.01 -0.01 0.01 0.3440
H -1.5156 4.2590 -3.3271 0.00 0.04 -0.02 0.5181
H -5.1233 -2.6072 3.7862 0.00 0.01 0.03 0.4538
H 3.1496 5.3518 1.4780 -0.01 0.00 0.00 0.3732
H -1.0125 -3.1439 3.5218 0.01 0.00 0.02 0.5290
H 1.8605 2.4893 1.1432 -0.01 -0.03 -0.05 0.3861
H -2.2699 6.4606 1.0430 0.00 0.02 -0.02 0.5379
H 4.6334 3.5460 -2.5720 0.01 -0.02 -0.01 0.4533
H 1.0577 -5.5341 -0.7200 -0.12 0.10 0.01 0.4367
H 1.0657 1.9223 2.8873 0.00 -0.03 0.04 0.3843
H 4.0905 -4.1156 -2.4117 -0.01 0.05 -0.01 0.3904
H 2.1493 0.5746 3.3228 -0.01 -0.02 -0.04 0.4190
H -1.7499 6.7112 -3.2181 0.00 -0.01 0.01 0.4599
H 0.4973 -3.5736 1.2564 0.06 -0.07 -0.03 0.6835
H -3.5470 -4.4248 -3.7135 0.00 0.02 -0.02 0.5087
H -4.2335 -4.4500 2.2330 0.01 -0.04 0.01 0.4127
H -2.8409 -4.3764 3.2929 0.02 -0.05 -0.02 0.4863
```
Forces are in eV/Å.

Properties
* energy relative to the best compared isomer or geometry (same formula, charge and spin): 125.9 kJ/mol
* HOMO: -15.7583 eV
* net charge: +3
* HOMO-LUMO gap: 5.2 eV

***

Record 2
The following is a quantum chemistry calculation of a cluster of 2 separate species, C3H7N in total in a non-equilibrium geometry, from OMol25.

Geometry as XYZ:
```
11
Properties=species:S:1:pos:R:3:forces:R:3:nbo_charge:R:1
N 0.2337 1.0288 -1.5032 0.41 -0.73 1.03 -0.8399
C 1.0558 -0.8075 2.8318 -0.77 0.37 -0.21 -0.2334
C 0.0155 -0.2655 2.5846 0.51 -0.27 0.25 -0.2292
C -0.6020 -0.1307 -1.4005 -0.43 -1.11 -0.14 -0.4139
H -1.6742 0.0321 -1.2711 0.15 0.43 0.01 0.1888
H -0.2774 -0.7546 -0.5794 0.01 -0.16 0.51 0.1830
H -0.9110 0.2159 2.4204 -0.20 0.13 -0.14 0.2320
H 1.9635 -1.2920 3.0437 0.47 -0.22 0.08 0.2298
H -0.2087 1.8831 -1.6507 -0.96 1.37 -0.35 0.3570
H -0.5007 -0.7791 -2.2740 -0.16 0.04 -0.21 0.1720
H 0.9055 0.8696 -2.2017 0.98 0.17 -0.85 0.3537
```
Forces are in eV/Å.

Properties
* SMILES: C#C.CN
* energy relative to the best compared isomer or geometry (same formula, charge and spin): 224.4 kJ/mol
* HOMO: -9.0033 eV
* HOMO-LUMO gap: 10.2 eV

***

Record 3
The following is a quantum chemistry calculation of the ion C7H6N3 with charge +1 in a non-equilibrium geometry, from OMol25.

Geometry as XYZ:
```
16
Properties=species:S:1:pos:R:3:forces:R:3:nbo_charge:R:1
N 0.6906 -1.6431 -0.3069 1.01 -1.27 -0.71 -0.3930
N -0.9494 1.0548 0.8704 -1.24 0.15 1.30 -0.2637
N 0.7726 0.5523 -0.8794 -0.67 0.87 1.03 -0.3724
C -1.1619 -1.6442 1.4167 -1.91 0.59 2.50 -0.2651
C -1.7565 0.6506 1.7079 0.54 0.27 -0.23 0.3398
C -0.2976 -1.3822 0.4884 1.66 3.27 -2.05 0.3033
C 1.2501 -0.7126 -0.9938 0.69 -1.47 -2.15 0.3032
C -1.9261 -0.5910 2.2045 -1.57 -0.37 -0.05 -0.2689
C -0.2104 0.6401 -0.0137 0.55 -3.14 0.12 0.4510
C 1.3622 1.6065 -1.6543 0.36 1.81 -0.03 -0.4259
H 1.9728 -0.7813 -1.8991 -1.01 -0.64 2.12 0.2497
H -2.7917 -0.7865 2.9477 2.03 -0.24 -1.33 0.2947
H 0.7875 2.4826 -1.3790 0.58 0.56 0.16 0.2389
H 1.1553 1.5138 -2.6927 -0.16 -0.62 -0.96 0.2387
H -1.3589 -2.6801 1.7140 0.05 0.35 -0.10 0.3180
H 2.4615 1.7202 -1.5308 -0.90 -0.12 0.37 0.2517
```
Forces are in eV/Å.

Properties
* energy relative to the best compared isomer or geometry (same formula, charge and spin): 388.3 kJ/mol
* HOMO (spin up / spin down): -13.3946 / -13.3942 eV
* net charge: +1
* HOMO-LUMO gap (spin up / spin down): 8.0 / 8.1 eV

***

Record 4
The following is a quantum chemistry calculation of a cluster of 10 separate species, C31H60F3O29 in total in a non-equilibrium geometry, from OMol25.

Geometry as XYZ:
```
123
Properties=species:S:1:pos:R:3:forces:R:3:mulliken_charge:R:1
F 18.6119 -3.3967 11.0791 0.87 -0.35 0.92 -0.0187
F 19.8360 -4.1828 9.4582 0.21 0.22 0.16 -0.2744
F 19.0986 -5.5788 10.8891 -0.10 0.41 0.90 -0.1550
O 18.8518 2.2445 9.2256 -0.54 1.25 0.39 -0.3808
O 20.2796 0.7504 9.6611 0.68 -0.24 0.65 -0.3766
O 21.2782 -9.2201 9.8517 0.70 -0.49 -0.17 -0.5634
O 15.8064 0.0627 4.9249 1.39 0.08 0.19 -0.1324
O 15.5176 -3.2992 15.6916 -0.34 0.66 -0.13 -0.2831
O 16.8457 -8.1294 11.9885 -0.12 0.15 0.26 -0.1360
O 19.3709 0.7421 7.6313 -0.50 -0.08 -1.53 -0.5145
O 19.2936 -3.2359 4.8477 -3.05 -0.92 -0.12 -0.5242
O 16.7340 0.1191 11.3650 0.92 -0.88 0.63 -0.1310
O 25.3319 -2.7205 12.0742 0.59 0.78 0.04 -0.3720
O 24.1733 -4.6277 12.2737 0.27 -1.55 0.16 -0.5710
O 17.3892 -3.6368 8.3367 1.03 0.94 0.51 -0.1918
O 16.1957 2.1055 10.9683 -0.09 1.84 -0.03 -0.2272
O 15.8913 -9.4625 13.4905 0.39 -0.48 0.40 -0.3484
O 23.1806 -2.6568 12.2661 -0.15 1.43 0.67 -0.3937
O 14.6931 0.7804 11.9126 -3.34 -0.55 1.76 -0.5754
O 13.5758 -0.1728 4.9418 -1.17 0.66 0.10 -0.6124
O 12.0948 -4.5393 9.2466 -1.34 -1.15 -0.04 -0.5948
O 21.4317 -3.5740 5.2499 2.02 0.18 -0.05 -0.3855
O 17.2783 -5.7680 8.9462 0.12 -1.03 -0.07 -0.9028
O 21.9601 -7.8460 8.1805 1.15 0.28 -0.07 -0.1875
O 15.0052 -1.8712 4.6481 0.51 -0.91 -0.85 -0.2072
O 20.7917 -1.6462 4.5237 0.46 0.80 0.19 -0.4013
O 13.0712 -2.7716 10.1776 0.51 1.06 0.64 -0.1341
O 13.8028 -3.4839 8.2967 1.36 0.09 -0.40 -0.1602
O 17.2341 -3.9236 14.6196 0.42 0.72 -1.26 -0.1653
O 14.6999 -8.6175 11.7901 -0.60 -0.26 -0.46 -0.5603
O 22.1201 -7.1910 10.2360 0.60 0.99 -0.50 -0.1602
O 16.6152 -5.1141 16.3996 0.39 -1.05 0.96 -0.5955
C 12.9094 -3.6744 9.2267 0.01 0.09 0.56 0.5916
C 15.2712 3.2057 10.9396 0.44 0.16 -1.49 -0.7568
C 21.1792 -4.9213 5.5303 -0.89 -1.73 0.24 -0.4720
C 18.0789 -8.3901 12.6503 0.67 -0.46 -0.67 0.0690
C 19.4723 1.2122 8.7196 0.57 -0.50 0.47 0.9088
C 19.7754 -0.7412 4.1343 -0.27 1.63 -0.93 -0.6022
C 18.4149 -4.6922 14.3948 -0.07 -0.21 0.33 -0.3019
C 18.7610 -4.4616 10.2362 -0.35 0.45 -1.86 0.5005
C 26.5048 -3.3978 11.6369 0.73 0.00 -0.18 -0.6440
C 24.2347 -3.4388 12.2367 -0.52 -0.17 -0.61 0.8090
C 13.9713 -2.8570 4.4709 0.57 0.18 1.15 -0.7191
C 14.6808 -0.6103 4.8461 -0.04 -0.29 0.11 0.7891
C 12.0096 -2.5488 11.0918 -1.05 0.35 -0.83 -0.8360
C 17.4734 -2.2545 8.6174 -1.00 0.09 -1.18 1.0774
C 16.9264 -1.6338 7.3278 0.86 0.48 0.32 -0.2522
C 21.9147 -3.2805 12.0704 0.11 -1.13 -0.74 -0.6821
C 15.7652 0.9772 11.4998 1.67 0.22 -1.40 0.7700
C 21.8065 -8.2087 9.4645 -1.82 -0.05 -0.01 0.6759
C 20.3976 -2.8533 4.8907 0.79 0.38 -0.21 0.9296
C 21.0832 -0.3769 9.3044 0.08 -0.57 0.62 -0.2436
C 15.8781 1.4380 5.2723 -0.35 -0.19 0.26 -0.6827
C 17.8640 2.9325 8.4367 0.64 -0.48 0.79 -0.5514
C 21.8699 -7.2975 11.6245 0.83 -0.50 0.46 0.0155
C 14.5454 -3.4736 16.6923 -0.71 0.38 0.86 -0.7483
C 17.4479 -4.5989 9.4255 -1.21 -0.84 -0.33 0.1718
C 22.2634 -8.8672 7.2387 -0.73 -0.63 -0.41 -0.7560
C 16.5920 -1.1169 12.0557 0.61 -1.64 -0.02 -0.5367
C 15.7356 -8.7555 12.3576 0.35 0.80 0.30 0.6497
C 16.4818 -4.1981 15.6500 0.00 -0.24 -0.43 0.7666
C 14.8213 -10.3364 13.7821 -0.62 -0.58 0.25 -0.6587
C 14.0718 -4.6515 7.5237 0.64 -0.39 -1.37 -0.6530
H 12.4023 -2.1653 12.0207 0.31 -0.22 0.19 0.1963
H 14.3165 -5.5391 8.1066 -0.65 0.12 0.34 0.4041
H 13.2766 -2.6846 5.2908 -0.58 -0.15 -0.46 0.2961
H 14.7634 -4.2960 17.3692 0.07 -0.19 -0.31 0.3561
H 22.0431 -5.5785 5.4215 0.59 0.82 0.10 0.1844
H 18.6079 -9.1334 12.0488 0.02 -0.15 0.16 0.2848
H 15.5394 3.6911 9.9958 -0.14 0.22 0.18 0.2299
H 15.8987 -1.8185 11.5907 -0.25 0.41 -0.29 0.1667
H 22.1889 -6.3652 12.0807 -0.37 0.27 -0.27 -0.0972
H 13.2752 -4.7610 6.7825 -0.14 -0.48 0.39 0.3616
H 26.7901 -3.0328 10.6462 -0.44 -0.08 -0.05 0.2469
H 14.7313 -11.0829 12.9905 -0.25 0.19 -0.07 0.2935
H 18.3335 3.3941 7.5708 -0.20 -0.29 -0.28 0.4058
H 20.4981 -1.0974 8.7362 0.24 0.16 -0.32 0.0798
H 21.7720 -4.1867 12.6575 0.19 0.22 0.42 0.4546
H 16.7593 -0.5639 7.4969 -0.30 -0.05 -0.20 0.1848
H 16.3556 -1.1093 13.1217 -0.12 0.88 -0.09 0.4405
H 22.9752 -9.5966 7.6235 -0.09 0.02 0.19 0.3212
H 18.4730 -1.8794 8.8716 0.11 -0.24 -0.09 -0.3070
H 21.3449 -9.3678 6.9163 0.07 -0.15 0.34 0.3266
H 11.3634 -1.7709 10.6621 0.15 0.05 0.10 0.3107
H 17.6135 -1.7276 6.4855 0.10 -0.09 0.09 0.0933
H 19.0736 -1.0859 3.3713 0.28 -0.64 0.15 0.3413
H 14.5001 -2.5741 17.3101 0.10 0.11 -0.18 0.2473
H 18.9385 -4.2245 13.5688 0.02 0.23 0.09 -0.0668
H 17.5375 3.7121 9.1152 -0.23 0.07 -0.10 0.1263
H 13.8815 -9.8066 13.9412 0.05 0.09 -0.37 0.2740
H 13.5733 -3.5931 16.2199 0.00 -0.18 -0.06 0.2455
H 17.0634 2.2212 8.2450 -0.10 0.26 -0.45 0.1773
H 22.6738 -8.4487 6.3199 0.13 0.55 0.37 0.2172
H 21.1172 -2.5772 12.2607 0.12 0.29 -0.04 0.2552
H 22.0240 -0.0795 8.8381 -0.33 0.12 -0.41 0.3329
H 14.9951 -4.5341 6.9517 0.05 0.76 0.30 0.0709
H 17.9782 -8.7481 13.6663 -0.16 0.13 0.12 0.3785
H 16.9255 1.6177 5.5112 0.07 0.06 -0.52 0.1051
H 15.0141 -10.8840 14.7049 0.51 0.27 0.01 0.2404
H 15.4250 3.9428 11.7255 0.02 -0.42 0.36 0.2634
H 17.5662 -1.5888 11.9575 0.00 0.09 0.01 0.0180
H 18.1866 -5.7123 14.0888 -0.20 -0.02 0.21 0.1172
H 20.7877 -5.0418 6.5387 -0.10 0.04 0.03 0.1806
H 15.4889 2.0077 4.4292 0.18 0.36 0.21 0.3891
H 21.3700 -0.8724 10.2350 -0.21 0.23 0.08 0.0246
H 16.0333 -2.1876 7.0620 -0.32 0.26 0.08 -0.3290
H 18.6952 -7.4982 12.5964 -0.31 0.29 0.06 -0.4954
H 14.2310 2.9116 10.8227 0.06 -0.30 0.47 0.3666
H 26.3743 -4.4757 11.6220 -0.13 0.02 0.03 0.3345
H 18.9789 -4.6801 15.3265 0.30 -0.20 -0.19 0.4365
H 19.1616 -0.2603 4.9018 0.34 -0.75 0.62 0.1360
H 20.8378 -7.5633 11.8255 -0.02 0.04 0.02 -0.1419
H 21.9300 -3.6362 11.0388 -0.54 0.19 -0.09 0.2830
H 22.5715 -8.0297 12.0388 -0.41 -0.28 0.02 0.4148
H 13.5576 -2.8872 3.4680 -0.22 0.48 0.01 0.3530
H 11.3562 -3.4132 11.1973 0.42 -0.26 0.26 0.3621
H 20.4681 -5.3676 4.8313 -0.30 0.41 0.08 0.3092
H 14.4632 -3.8086 4.6581 0.11 0.05 -0.05 0.2355
H 16.7942 -1.8890 9.4019 0.04 -0.58 0.31 -0.4143
H 27.3603 -3.1359 12.2635 -0.36 -0.03 0.36 0.2318
H 16.6345 -4.2458 10.1111 -0.01 0.24 0.50 -0.2683
H 15.3596 1.6908 6.2025 -0.45 -0.29 -0.26 0.2934
H 20.3228 0.0946 3.6833 0.04 -0.20 0.01 0.3304
```
Forces are in eV/Å.

Properties
* energy relative to the best compared isomer or geometry (same formula, charge and spin): 146.8 kJ/mol
* HOMO: -3.7751 eV
* net charge: -1
* HOMO-LUMO gap: 6.0 eV

***

Record 5
The following is a quantum chemistry calculation of a cluster of 2 separate species, C3H5O2Se in total in a non-equilibrium geometry, from OMol25.

Geometry as XYZ:
```
11
Properties=species:S:1:pos:R:3:forces:R:3:nbo_charge:R:1
Se 0.2124 -1.0261 0.0853 0.95 -0.25 0.17 0.1982
O -3.0028 -0.5066 0.9432 -0.66 -1.88 1.80 -0.6623
O -3.2111 0.9697 -0.7533 -0.63 0.74 -1.12 -0.6764
C -0.6827 0.6722 0.1157 -1.17 -1.03 -5.60 -0.9196
C 2.2350 -0.7724 -0.0697 0.34 2.48 1.58 -0.8140
C -2.7799 0.2661 0.0951 2.23 1.38 -0.49 0.9805
H 2.8062 -0.4170 0.8766 -1.34 -0.80 -0.96 0.1826
H -0.5126 1.1746 -0.9927 -0.46 -1.04 2.75 0.1658
H 2.5239 0.0475 -0.7578 -0.53 -0.61 -0.17 0.1961
H -0.2815 1.2746 0.8217 1.05 1.99 2.48 0.1547
H 2.6931 -1.6823 -0.3643 0.22 -0.96 -0.45 0.1945
```
Forces are in eV/Å.

Properties
* energy relative to the best compared isomer or geometry (same formula, charge and spin): 133.1 kJ/mol
* HOMO: -3.5349 eV
* net charge: -1
* HOMO-LUMO gap: 7.1 eV

***

> energy relative to the best compared isomer or geometry (same formula, charge and spin) of number 2 (C3H7N)?

224.4 kJ/mol

***

> What is the formula in the fourth record?

C31H60F3O29